Entry 1:
2 unconnected molecules or ions with the total composition C10H18N3O. Source: OMol25; level of theory: ωB97M-V with the def2-TZVPD basis set.

Geometry (Å):
1 O 0.473 0.255 -1.285
2 N -1.602 -0.141 -1.983
3 N 3.955 -1.042 2.149
4 N -1.278 0.344 1.111
5 C 2.291 0.673 2.008
6 C 2.685 -0.674 1.852
7 C -0.783 0.732 -1.427
8 C -1.014 2.167 -1.131
9 C 0.433 -1.365 1.306
10 C -2.882 0.224 -2.389
11 C -1.071 -1.495 -2.222
12 C 1.722 -1.631 1.667
13 C -0.022 -0.034 1.535
14 C 0.931 0.935 1.784
15 H -2.969 1.228 -2.203
16 H 0.602 2.009 1.991
17 H 4.475 -0.272 2.382
18 H 2.051 -2.631 1.774
19 H -3.466 -0.375 -1.722
20 H -1.984 2.516 -1.204
21 H -0.719 -1.774 -3.181
22 H -0.680 2.385 -0.083
23 H -0.211 -2.029 0.941
24 H 4.308 -1.921 2.191
25 H -1.972 -0.426 1.473
26 H -0.200 -1.623 -1.582
27 H -1.696 -2.212 -1.776
28 H -1.614 1.148 1.513
29 H 1.013 0.987 -0.876
30 H -0.459 2.700 -1.760
31 H 2.981 1.382 2.479
32 H -3.298 -0.041 -3.332

Forces on the atoms, in the same order (eV/Å):
O -0.65 2.56 0.48
N 3.96 0.18 -0.82
N -1.66 1.92 -0.68
N -3.07 -4.57 -0.07
C -0.61 -1.13 -0.29
C -0.19 0.97 1.46
C 1.04 -1.85 -0.59
C -0.25 -2.30 3.53
C 1.48 4.53 2.37
C -1.77 -1.76 1.04
C 1.08 0.35 2.00
C -0.22 -0.92 -1.07
C 2.34 -0.86 -1.43
C 0.40 2.43 1.52
H -0.92 2.19 0.24
H 0.25 -1.48 -0.36
H 2.16 1.38 0.75
H 0.20 -1.08 -0.31
H -1.41 0.14 0.65
H -2.03 0.34 -0.14
H -0.33 0.31 -1.34
H -0.06 -0.28 -1.03
H -2.50 -3.03 -1.02
H 0.91 -2.72 0.08
H 1.44 1.89 -1.16
H 0.05 0.21 -0.17
H -1.58 -0.89 -0.05
H -0.71 2.51 1.28
H -0.39 -1.17 -0.20
H 2.56 2.38 -2.74
H -0.38 -0.01 -0.63
H 0.83 -0.22 -1.31

- charge = +1
- lowest unoccupied orbital energy (hartree) = -0.0988
- HOMO level (eV) = -10.3
- HOMO-LUMO gap (eV) = 7.6



Entry 2:
A molecular structure, C36H40BMnN8O2S2. Source: OMol25; level of theory: ωB97M-V with the def2-TZVPD basis set.

Geometry (Å):
1 Mn -0.552 0.028 0.048
2 S 0.044 6.010 -1.180
3 S -1.954 2.739 0.341
4 O -0.651 6.954 -2.002
5 O 1.452 5.813 -1.402
6 N 1.858 -1.389 0.058
7 N 1.435 -0.098 0.018
8 N 0.360 -1.945 -1.883
9 N -0.429 -0.836 -1.905
10 N -0.720 4.541 -1.204
11 N -0.479 -1.398 1.847
12 N -3.560 -0.086 0.362
13 N -0.135 -2.705 1.716
14 C -0.265 -1.669 -3.975
15 C -1.141 4.207 -0.019
16 C 0.580 -7.119 -0.026
17 C -1.937 -4.467 -0.838
18 C -0.233 6.336 0.542
19 C 1.974 3.021 1.250
20 C -2.418 -0.001 0.236
21 C -2.261 0.161 -5.043
22 C 1.787 -4.940 1.163
23 C -1.137 0.117 3.735
24 C -0.467 -2.380 3.864
25 C -1.279 -5.702 -0.823
26 C -0.666 -1.189 3.157
27 C 0.137 7.412 1.322
28 C 1.766 -7.288 0.651
29 C -0.846 6.258 3.205
30 C 3.135 -1.419 0.450
31 C 3.568 -0.124 0.655
32 C 2.381 -6.186 1.248
33 C 0.565 -4.754 0.514
34 C -0.802 -0.642 -3.184
35 C 0.458 -2.457 -3.112
36 C 2.522 2.180 0.091
37 C -0.031 -3.360 0.378
38 C 1.840 2.529 -1.235
39 C 2.479 0.691 0.329
40 C -0.426 1.314 3.113
41 C -2.569 1.150 -2.767
42 C -1.211 5.185 2.398
43 C -0.893 5.235 1.053
44 C -0.179 7.359 2.674
45 C -0.963 0.145 5.252
46 C -1.400 -3.373 -0.234
47 C -0.141 -3.315 2.911
48 C -1.567 0.540 -3.732
49 C -0.043 -5.858 -0.114
50 B 1.069 -2.529 -0.647
51 H -3.049 2.014 -3.229
52 H 0.095 8.184 3.321
53 H -2.906 -4.389 -1.318
54 H 0.596 1.393 3.495
55 H -0.372 -1.803 -5.039
56 H -2.091 1.511 -1.864
57 H 0.057 -4.368 3.015
58 H 0.884 2.953 1.294
59 H 2.284 1.962 -2.058
60 H -1.946 -2.443 -0.215
61 H 0.076 -0.058 5.522
62 H 1.039 -3.350 -3.291
63 H -0.539 -2.537 4.927
64 H -1.738 4.326 2.795
65 H 3.327 -6.301 1.765
66 H -2.886 0.989 -5.382
67 H 0.651 8.265 0.894
68 H 3.582 2.416 -0.015
69 H 2.388 2.694 2.207
70 H 2.235 4.072 1.099
71 H -1.084 6.238 4.262
72 H 4.554 0.204 0.950
73 H 3.670 -2.356 0.503
74 H 1.873 -3.321 -1.052
75 H -1.543 -0.059 -5.836
76 H 1.942 3.590 -1.449
77 H -2.209 0.193 3.521
78 H -1.715 -6.561 -1.319
79 H 0.104 -7.963 -0.514
80 H 0.777 2.304 -1.205
81 H -0.823 1.310 -3.961
82 H -1.227 1.133 5.637
83 H 2.280 -4.086 1.614
84 H -3.341 0.420 -2.500
85 H -0.956 2.239 3.339
86 H -2.899 -0.717 -4.903
87 H -0.385 1.250 2.033
88 H 2.224 -8.267 0.715
89 H -4.498 0.236 0.516
90 H -1.599 -0.588 5.752

Forces on the atoms, in the same order (eV/Å):
Mn 1.10 -0.02 -0.30
S 0.10 0.02 0.06
S 0.31 -0.05 0.19
O -0.06 -0.01 0.00
O -0.02 0.09 -0.01
N 0.05 0.05 -0.01
N 0.51 0.33 0.02
N 0.15 0.04 -0.10
N -0.11 0.20 0.16
N -0.04 -0.08 0.30
N 0.18 0.11 -0.29
N -1.24 0.17 0.19
N -0.08 -0.23 0.03
C -0.03 0.02 -0.07
C 0.01 0.18 -0.29
C -0.01 -0.02 -0.07
C -0.02 -0.12 0.01
C -0.01 -0.11 -0.04
C 0.00 -0.02 -0.08
C -0.63 -0.30 -0.07
C 0.06 0.00 -0.06
C -0.08 0.07 0.04
C 0.13 0.12 -0.07
C 0.11 0.04 0.07
C 0.01 0.00 -0.04
C -0.26 -0.07 0.08
C 0.04 0.05 -0.11
C 0.01 -0.01 0.00
C -0.02 -0.04 -0.01
C 0.11 0.04 0.02
C 0.12 0.00 0.02
C 0.03 0.00 0.00
C -0.04 0.07 0.14
C 0.06 -0.08 -0.01
C -0.01 -0.03 -0.08
C -0.28 0.01 0.13
C 0.15 0.19 -0.21
C 0.27 -0.09 -0.02
C 0.02 -0.25 -0.13
C 0.07 -0.13 0.40
C -0.03 -0.20 -0.06
C -0.02 0.03 0.08
C 0.00 -0.04 -0.06
C -0.03 -0.02 0.04
C -0.08 -0.01 0.06
C 0.18 -0.14 0.20
C -0.12 0.03 -0.02
C -0.07 -0.05 0.05
C -0.06 0.05 0.04
B -0.30 0.04 0.28
H 0.00 -0.03 0.01
H -0.02 -0.04 -0.02
H 0.06 0.02 0.01
H -0.02 -0.06 -0.08
H -0.01 0.02 0.12
H -0.02 0.05 0.05
H 0.05 0.04 -0.10
H 0.07 -0.03 0.05
H -0.03 -0.01 0.04
H -0.06 0.06 -0.05
H -0.05 0.03 0.00
H -0.03 0.09 0.07
H 0.01 0.02 -0.11
H 0.01 0.03 -0.01
H -0.08 0.01 -0.03
H 0.05 -0.04 0.01
H -0.02 -0.07 0.03
H 0.07 -0.03 0.06
H -0.03 0.04 -0.03
H -0.05 -0.06 -0.02
H 0.01 0.01 -0.05
H -0.10 -0.05 -0.10
H -0.06 0.05 -0.02
H -0.04 0.04 -0.01
H -0.07 -0.02 0.03
H 0.00 -0.02 0.02
H 0.00 0.04 -0.09
H 0.04 0.03 0.06
H 0.02 0.04 0.05
H -0.20 -0.01 0.02
H 0.04 0.02 0.02
H 0.01 -0.07 -0.03
H -0.04 -0.03 0.00
H 0.02 0.05 -0.03
H 0.05 -0.02 -0.02
H 0.01 0.06 -0.01
H 0.06 0.08 -0.20
H -0.02 0.04 -0.02
H 0.17 -0.13 0.00
H 0.05 0.02 -0.02

- lowest unoccupied orbital energy (spin up / spin down) (hartree) = -0.0097 / -0.0261
- HOMO level (spin up / spin down) (eV) = -7.1 / -8.1
- 2S+1 = 5
- HOMO-LUMO gap (spin up / spin down) (eV) = 6.8 / 7.4



Entry 3:
A molecular structure, C36H44FMnN9OS. Source: OMol25; level of theory: ωB97M-V with the def2-TZVPD basis set.

Geometry (Å):
1 Mn -18.960 1.918 4.407
2 S -21.050 1.492 3.388
3 F -20.123 4.759 4.766
4 O -18.084 0.329 3.173
5 N -23.164 0.824 4.777
6 N -18.890 -1.509 6.644
7 N -19.325 -0.536 5.840
8 N -21.592 1.967 6.118
9 N -18.052 3.488 3.296
10 N -24.018 0.588 5.787
11 N -18.364 0.356 5.872
12 N -17.363 0.018 6.690
13 N -20.410 2.335 6.184
14 C -17.156 2.983 2.285
15 C -25.127 0.681 7.852
16 C -18.754 3.413 7.581
17 C -24.385 2.721 6.860
18 C -18.420 4.072 8.764
19 C -25.859 2.799 8.803
20 C -18.002 6.935 1.990
21 C -14.979 2.324 1.621
22 C -19.090 7.472 2.641
23 C -17.667 5.653 2.251
24 C -21.999 1.374 4.883
25 C -15.437 1.994 0.362
26 C -24.381 1.360 6.887
27 C -25.073 3.462 7.858
28 C -15.475 1.744 4.814
29 C -21.710 -1.713 7.529
30 C -19.751 1.787 -0.025
31 C -16.755 2.176 0.035
32 C -21.017 -2.876 6.731
33 C -18.372 4.786 3.110
34 C -25.877 1.397 8.749
35 C -20.044 3.070 7.346
36 C -21.046 3.570 8.223
37 C -19.460 5.447 3.761
38 C -15.643 4.229 4.856
39 C -17.760 -1.119 7.179
40 C -20.718 4.270 9.343
41 C -19.810 6.731 3.530
42 C -21.567 -3.021 5.273
43 C -17.642 2.668 1.015
44 C -18.999 4.001 -0.558
45 C -15.251 3.055 4.003
46 C -19.507 -2.825 6.817
47 C -19.076 2.978 0.596
48 C -15.798 2.809 2.621
49 C -19.392 4.438 9.694
50 H -21.376 -2.155 4.606
51 H -15.499 5.184 4.379
52 H -13.945 2.177 1.867
53 H -18.985 -0.009 2.936
54 H -26.389 3.338 9.544
55 H -19.255 -3.063 7.860
56 H -20.717 2.100 -0.362
57 H -22.654 -2.083 8.035
58 H -24.852 0.111 5.425
59 H -21.097 -3.892 4.827
60 H -26.440 0.836 9.500
61 H -25.040 4.504 7.717
62 H -18.738 5.001 -0.252
63 H -16.762 5.164 1.865
64 H -21.467 4.608 10.001
65 H -16.576 1.621 4.825
66 H -14.143 3.101 3.842
67 H -22.616 -3.323 5.254
68 H -15.050 4.281 5.748
69 H -19.161 1.456 -0.888
70 H -21.079 -1.347 8.320
71 H -19.990 1.006 0.736
72 H -20.006 4.099 -0.902
73 H -22.044 3.424 7.938
74 H -17.388 4.253 9.097
75 H -20.728 7.062 4.099
76 H -19.710 3.400 1.382
77 H -17.574 0.414 2.372
78 H -18.035 3.321 6.811
79 H -21.901 -0.870 6.813
80 H -17.165 1.806 -0.923
81 H -19.418 8.461 2.493
82 H -18.302 3.640 -1.328
83 H -19.018 4.853 10.620
84 H -14.898 0.941 4.302
85 H -21.278 -3.785 7.318
86 H -15.147 1.822 5.875
87 H -25.118 -0.418 7.811
88 H -14.774 1.572 -0.392
89 H -17.271 7.550 1.528
90 H -16.690 4.224 5.135
91 H -17.232 -1.769 7.894
92 H -18.975 -3.561 6.150
93 H -23.891 3.195 6.040

Forces on the atoms, in the same order (eV/Å):
Mn -0.45 -0.54 0.41
S 0.20 0.09 0.40
F 0.54 0.58 -1.23
O -1.51 0.09 0.72
N 0.30 -0.23 0.54
N -1.33 0.40 -0.78
N 1.33 -0.02 0.01
N -0.11 -0.57 -0.72
N -0.15 -0.25 0.01
N -0.04 -1.11 -1.54
N -1.14 -0.15 -0.24
N -0.56 0.59 -0.21
N 0.92 0.74 -1.30
C 0.56 -0.15 0.42
C 0.34 -0.38 -0.35
C 0.77 0.77 0.54
C -0.42 1.02 1.22
C 0.37 -0.05 1.07
C 1.27 -0.55 -1.29
C 0.51 0.31 0.81
C 0.46 -0.03 0.36
C -0.38 0.47 -0.28
C 1.47 -2.11 -0.38
C -0.36 0.32 0.33
C 0.30 -0.32 -0.70
C -1.05 -0.06 0.57
C 0.17 -1.87 -1.00
C 0.16 0.57 -0.13
C -0.65 -0.38 -0.99
C -0.31 -0.95 0.96
C -1.06 -0.60 0.42
C -1.43 0.20 -0.01
C -1.54 0.92 0.27
C -0.28 0.00 1.32
C -2.08 0.45 0.90
C 1.16 -0.60 -1.06
C 0.37 -2.32 1.55
C -0.62 0.74 -0.44
C 1.91 -1.51 1.40
C 0.45 -0.30 0.52
C -2.28 -0.19 1.44
C 0.45 -0.32 0.48
C -0.41 0.47 -0.08
C 0.08 -0.01 0.52
C 1.94 -1.28 0.46
C 0.47 -0.63 0.48
C 0.81 0.58 -0.73
C -1.05 0.42 -0.24
C 1.23 -0.23 -0.89
H -0.23 -0.30 0.63
H 0.15 0.43 -0.49
H 0.44 -0.05 -0.03
H 0.76 0.12 -0.01
H -0.54 0.35 0.53
H 0.11 -0.18 -0.32
H -0.61 0.13 -0.48
H 0.94 0.56 -0.91
H 0.84 0.19 0.04
H 0.41 -0.10 -0.22
H 0.03 0.28 -0.27
H -0.13 1.23 0.37
H 0.55 0.28 0.25
H -0.30 0.79 -0.23
H -0.94 0.40 0.56
H 0.76 -0.63 0.02
H -0.71 0.21 0.19
H -0.11 0.59 0.21
H 0.36 -0.28 0.52
H -0.36 -0.43 0.31
H 0.37 0.21 0.41
H 0.58 0.12 -0.74
H -0.57 0.00 -0.84
H -1.27 -0.25 -0.12
H -0.36 -0.10 -0.78
H 1.30 0.02 -0.84
H 0.33 -0.23 0.13
H 0.32 0.32 -0.74
H 0.91 -0.64 -0.56
H -0.15 -0.65 0.85
H 0.48 0.55 0.56
H -0.03 1.18 -0.33
H -0.49 0.30 0.06
H -0.51 0.19 0.07
H -0.91 0.15 0.50
H 0.19 0.23 -0.70
H -0.13 0.02 -0.77
H -0.19 0.54 0.20
H 0.04 0.14 0.30
H 0.11 0.50 -0.88
H -0.16 -0.22 0.23
H -0.16 0.69 -0.48
H -0.66 0.78 0.51
H 0.21 0.55 -0.25

- charge = +1
- lowest unoccupied orbital energy (spin up / spin down) (hartree) = -0.1219 / -0.1698
- HOMO level (spin up / spin down) (eV) = -9.8 / -9.8
- 2S+1 = 5
- HOMO-LUMO gap (spin up / spin down) (eV) = 6.5 / 5.2



Entry 4:
C4H5NO2 in the gas phase. Source: OMol25; level of theory: ωB97M-V with the def2-TZVPD basis set.

Geometry (Å):
1 O 0.658 -0.561 -1.198
2 O -0.438 -1.399 0.563
3 N 1.015 0.314 0.881
4 C -0.225 0.902 0.413
5 C 0.832 -0.952 0.156
6 C -1.160 -0.248 0.195
7 C -0.421 0.326 -0.987
8 H -0.504 1.865 0.814
9 H 1.580 -1.733 0.276
10 H -2.220 -0.223 0.402
11 H -0.791 0.822 -1.871
12 H 1.675 0.888 0.356

Forces on the atoms, in the same order (eV/Å):
O -0.05 0.07 -0.05
O 0.04 0.00 -0.02
N -0.12 0.07 -0.15
C -0.30 0.26 0.17
C 0.33 -0.19 0.09
C -0.28 0.16 0.21
C -0.23 0.19 -0.22
H -0.08 0.01 -0.31
H -0.02 0.30 -0.06
H 0.13 -0.20 -0.12
H -0.13 -0.10 0.10
H 0.70 -0.55 0.36

- lowest unoccupied orbital energy (hartree) = 0.0367
- HOMO level (eV) = -9.7
- HOMO-LUMO gap (eV) = 10.7
- SMILES = N1[C@@H]2O[C@@H]3[C@H]1[C@@H]3O2



Entry 5:
10 unconnected molecules or ions with the total composition C6H32O13. Source: OMol25; level of theory: ωB97M-V with the def2-TZVPD basis set.

Geometry (Å):
1 O 21.256 13.743 -6.558
2 O 20.753 8.450 -8.439
3 O 20.064 10.071 -6.249
4 O 22.908 10.070 -4.950
5 O 18.489 10.922 -13.986
6 O 23.166 11.692 -7.149
7 O 20.887 12.408 -11.755
8 O 22.042 6.138 -7.488
9 O 23.917 9.347 -9.813
10 O 19.806 14.234 -9.813
11 O 22.845 6.863 -10.227
12 O 21.641 9.657 -11.063
13 O 19.202 10.809 -9.700
14 C 20.274 13.715 -7.576
15 C 20.861 14.189 -8.887
16 C 23.114 11.132 -8.486
17 C 23.855 9.803 -8.477
18 C 19.634 10.942 -13.223
19 C 19.609 12.195 -12.376
20 H 24.879 10.009 -8.153
21 H 21.333 15.224 -8.821
22 H 19.354 14.156 -7.278
23 H 22.597 6.322 -9.486
24 H 21.208 11.527 -11.529
25 H 21.475 6.911 -7.627
26 H 23.416 9.247 -5.014
27 H 21.646 13.483 -9.238
28 H 23.760 8.329 -9.811
29 H 18.451 10.560 -10.189
30 H 19.905 10.465 -10.301
31 H 23.305 9.174 -7.786
32 H 20.047 12.653 -7.608
33 H 21.125 8.908 -9.148
34 H 21.487 5.571 -6.962
35 H 22.001 7.115 -10.516
36 H 23.487 11.803 -9.225
37 H 19.700 10.015 -12.588
38 H 20.306 9.227 -5.899
39 H 20.436 10.976 -13.991
40 H 22.571 9.552 -10.820
41 H 20.120 13.900 -10.686
42 H 18.576 10.329 -14.709
43 H 19.305 13.094 -12.878
44 H 18.802 12.197 -11.648
45 H 20.544 9.138 -7.819
46 H 20.952 13.271 -5.788
47 H 22.094 10.980 -8.767
48 H 23.368 10.707 -5.487
49 H 21.611 9.092 -11.817
50 H 22.619 12.477 -7.151
51 H 20.666 10.736 -5.900

Forces on the atoms, in the same order (eV/Å):
O 1.28 1.09 0.31
O -0.47 -2.03 1.24
O -0.74 0.84 -0.81
O -0.25 -1.02 0.73
O -2.25 0.65 0.31
O 0.54 -0.73 -1.19
O -0.65 0.05 -0.49
O 0.12 0.17 -0.17
O -0.35 -2.66 -0.15
O -0.17 -0.10 -1.09
O 1.71 -0.25 -0.04
O -0.53 0.33 0.15
O 2.24 -0.19 0.00
C 0.53 -1.94 0.15
C 0.61 0.83 -0.37
C 0.04 -0.17 1.44
C 0.19 1.63 -0.02
C 0.90 -0.18 -0.56
C 0.27 0.18 0.71
H -0.06 -0.27 0.40
H -0.42 -1.17 0.31
H -0.64 1.15 0.04
H 0.23 -0.79 1.26
H 0.32 0.00 0.26
H 0.05 0.52 -0.35
H -0.16 0.38 0.06
H -0.32 0.36 0.34
H 0.32 1.91 -0.12
H -1.94 -0.38 -0.62
H -0.38 0.39 0.94
H 0.20 -0.59 -0.04
H -0.52 -0.30 -1.05
H 0.92 1.02 -2.11
H -0.11 -0.62 0.29
H -1.91 0.85 -0.99
H 0.85 0.66 -0.49
H 0.17 0.75 -0.39
H 0.52 -0.47 0.84
H 0.49 -0.01 1.12
H 0.98 0.48 1.00
H -0.06 0.15 1.13
H 0.11 -0.75 -0.83
H 0.57 0.35 -1.23
H 0.03 -0.78 0.56
H -0.61 0.97 0.81
H -0.28 -0.06 0.29
H -1.03 -0.32 -0.08
H 0.26 0.47 -0.71
H -0.58 -0.60 -1.23
H -0.38 0.73 0.27
H 0.38 -0.50 0.17

- lowest unoccupied orbital energy (hartree) = 0.0022
- HOMO level (eV) = -9.9
- HOMO-LUMO gap (eV) = 9.9
- SMILES = OCCO.OCCO.OCCO.O.O.O.O.O.O.O